The following is a quantum chemistry calculation of 6 unconnected molecules or ions with the total composition C11H5Cl20F, from OMol25.

Results
M: 865.22 g mol⁻¹
Gap between HOMO and LUMO: 9.3 eV
Total charge: 0
SMILES string: ClC(Cl)(Cl)Cl.ClC(Cl)(Cl)Cl.ClC(Cl)(Cl)Cl.ClC(Cl)(Cl)Cl.ClC(Cl)(Cl)Cl.Fc1ccccc1

Geometry (Å):
F: -1.49 1.61 -2.88
C: -0.97 1.37 -1.66
C: -1.19 2.27 -0.64
C: -0.60 2.02 0.58
C: 0.07 0.83 0.83
C: 0.23 -0.08 -0.20
C: -0.30 0.18 -1.46
H: -1.88 3.09 -0.80
H: -0.87 2.66 1.41
H: 0.34 0.62 1.85
H: 0.63 -1.05 0.06
H: -0.26 -0.53 -2.28
C: 0.41 0.24 -6.63
Cl: 0.36 1.97 -7.05
Cl: -0.35 -0.02 -5.07
Cl: -0.46 -0.65 -7.87
Cl: 2.10 -0.26 -6.54
C: 2.62 -1.96 3.51
Cl: 4.32 -2.41 3.52
Cl: 2.51 -0.19 3.35
Cl: 1.72 -2.73 2.22
Cl: 1.86 -2.43 5.06
C: 3.58 -2.76 -2.46
Cl: 4.01 -3.35 -4.08
Cl: 2.53 -1.38 -2.66
Cl: 2.78 -4.04 -1.56
Cl: 5.05 -2.32 -1.56
C: -2.35 -2.56 2.69
Cl: -1.88 -0.89 3.05
Cl: -1.74 -3.67 3.96
Cl: -4.11 -2.66 2.72
Cl: -1.67 -3.03 1.12
C: -3.00 4.39 3.88
Cl: -3.02 2.64 3.82
Cl: -2.74 4.93 5.56
Cl: -1.72 5.06 2.87
Cl: -4.54 5.08 3.33

These are the Mulliken partial charges, in e, on atoms 1 to 2: atom 1 (F): -0.2697, atom 2 (C): 0.5926

The following is a quantum chemistry calculation of 27 unconnected molecules or ions with the total composition C11H67N3O26S, from OMol25.

Results
M: 689.72 g mol⁻¹
Gap between HOMO and LUMO: 7.1 eV
Total charge: 0

Geometry (Å):
C: 3.10 -3.35 1.02
C: 1.54 -3.69 0.70
C: 0.55 -3.36 1.94
C: -0.31 -2.03 1.76
C: -1.77 -2.07 1.19
C: -2.63 -0.76 1.00
N: -3.98 -0.70 0.45
S: -4.38 0.97 0.51
N: -3.01 1.79 1.13
C: -2.10 0.68 1.39
C: -0.64 0.72 1.96
C: 0.24 -0.58 2.13
C: 1.73 -0.33 2.68
C: 2.73 0.22 1.53
N: 2.07 0.61 0.25
H: 3.51 -2.48 0.40
H: 3.72 -4.29 0.77
H: 3.23 -3.16 2.16
H: 1.50 -4.84 0.55
H: 1.19 -3.23 -0.30
H: -0.16 -4.28 2.02
H: 1.21 -3.34 2.89
H: -2.23 -3.07 0.88
H: -0.17 1.73 2.26
H: 2.14 -1.30 3.17
H: 1.70 0.44 3.54
H: 3.51 -0.57 1.27
H: 3.24 1.16 1.96
H: 1.61 -0.17 -0.22
H: 1.45 1.44 0.35
O: 3.71 3.13 2.07
H: 3.64 4.00 2.48
H: 4.21 3.30 1.26
O: -0.88 3.89 4.37
H: -1.51 3.48 3.77
H: -0.07 3.37 4.26
O: 0.64 -2.89 -2.53
H: 0.04 -2.15 -2.71
H: 0.10 -3.67 -2.74
O: 3.71 -3.37 4.42
H: 4.15 -4.21 4.61
H: 3.71 -2.91 5.27
O: -6.13 -3.03 1.14
H: -5.68 -3.82 1.47
H: -5.51 -2.31 1.34
O: -3.27 3.27 -1.62
H: -3.10 2.91 -0.74
H: -2.77 2.69 -2.21
O: 3.37 1.43 -2.55
H: 3.54 1.07 -1.67
H: 3.87 0.85 -3.14
O: 3.18 -0.81 5.62
H: 3.10 0.06 6.04
H: 3.68 -0.64 4.81
O: -3.87 0.78 -3.21
H: -4.27 1.36 -3.87
H: -4.61 0.26 -2.87
O: 0.78 3.27 -0.25
H: 0.71 4.14 0.17
H: 1.28 3.44 -1.06
O: -4.07 4.87 1.09
H: -4.29 4.95 0.15
H: -3.48 4.11 1.13
O: -0.59 -6.53 3.05
H: -1.45 -6.21 3.37
H: -0.45 -7.35 3.55
O: 2.47 -1.55 -4.79
H: 2.07 -0.98 -5.45
H: 1.73 -2.08 -4.46
O: -2.40 5.72 -3.31
H: -3.02 6.11 -3.94
H: -2.85 4.91 -3.02
O: -7.00 -0.16 -0.72
H: -7.86 0.15 -0.40
H: -6.85 -0.98 -0.22
O: 4.31 -3.48 -1.91
H: 3.69 -3.09 -2.53
H: 3.87 -4.29 -1.61
O: 4.03 -6.62 4.41
H: 3.42 -6.22 3.78
H: 3.58 -7.42 4.70
O: 6.13 -0.93 6.04
H: 5.22 -0.61 6.09
H: 6.05 -1.89 6.16
O: 5.96 -3.39 0.69
H: 5.73 -3.31 -0.24
H: 6.56 -4.15 0.72
O: 0.08 4.48 -4.63
H: -0.69 4.87 -4.21
H: 0.67 4.26 -3.90
O: -5.15 2.64 -5.72
H: -5.41 2.76 -6.64
H: -5.57 3.38 -5.26
O: -5.73 5.06 -1.46
H: -6.35 4.64 -2.06
H: -4.92 4.54 -1.57
O: -0.22 8.24 -3.59
H: -0.84 8.63 -4.22
H: -0.68 7.44 -3.29
O: 8.34 -4.02 -0.47
H: 8.26 -3.15 -0.05
H: 8.83 -3.84 -1.28
O: -7.61 -2.06 -3.17
H: -7.16 -2.90 -2.98
H: -7.60 -1.60 -2.32
O: -4.48 5.90 -5.96
H: -4.44 6.85 -6.14
H: -4.54 5.50 -6.84

These are the Mulliken partial charges, in e, on atoms 1 to 2: atom 1 (C): -0.4136, atom 2 (C): -0.1010

The following is a quantum chemistry calculation of a molecular structure, C11H6N4O7Os, from OMol25.

Results
M: 496.42 g mol⁻¹
Gap between HOMO and LUMO (spin up / spin down): 7.6 / 7.4 eV
Total charge: 0

Geometry (Å):
Os: -0.06 0.28 -0.08
O: 0.02 -0.49 5.82
C: 0.05 -0.40 4.49
C: 1.23 -0.51 3.75
C: 1.15 -0.40 2.38
N: -0.04 -0.22 1.82
C: -1.18 -0.04 2.48
C: -1.18 -0.14 3.85
C: -2.35 0.38 1.58
O: -3.46 0.46 2.03
O: -2.01 0.64 0.32
C: 2.30 -0.37 1.37
O: 3.43 -0.60 1.73
O: 1.93 -0.07 0.13
H: 0.91 -0.65 6.17
H: 2.20 -0.66 4.21
H: -2.09 0.01 4.42
O: 0.28 2.28 0.00
N: 0.10 2.08 -1.30
C: 0.45 2.99 -2.13
C: 0.97 4.26 -1.70
N: 1.38 5.27 -1.36
C: 0.29 2.73 -3.53
N: 0.17 2.53 -4.65
C: 0.02 -2.65 -0.05
O: -0.28 -1.45 -0.74
H: 1.10 -2.70 0.13
H: -0.28 -3.48 -0.68
H: -0.51 -2.70 0.90

These are the Mulliken partial charges, in e, on atoms 1 to 2: atom 1 (Os): 1.2217, atom 2 (O): -0.5049

The following is a quantum chemistry calculation of a molecular structure, C11H7CaN2O6, from OMol25.

Results
M: 303.26 g mol⁻¹
Gap between HOMO and LUMO (spin up / spin down): 5.3 / 5.3 eV
Total charge: +1
Relative energy (zero: lowest compared OMol25 entry of this formula, charge and spin): 0.00 kJ/mol

Geometry (Å):
O: -6.33 2.56 -2.84
C: -5.32 2.43 -2.32
Ca: -1.24 1.46 -0.25
O: -3.13 -0.96 -2.04
C: -2.56 -0.14 -1.46
C: -1.07 3.86 0.43
O: -0.91 4.97 0.77
C: -3.34 1.09 1.25
O: -4.30 0.86 1.84
C: -1.04 2.26 -2.70
O: -1.02 2.51 -3.83
H: -2.00 3.34 -0.17
N: 4.38 -2.77 0.65
C: 3.29 -2.73 1.46
O: 3.18 -3.35 2.51
C: 2.23 -1.81 0.99
C: 2.43 -0.94 -0.10
C: 1.37 -0.10 -0.45
N: 0.20 -0.11 0.24
C: 0.01 -0.96 1.31
C: 1.02 -1.83 1.72
H: 5.06 -3.48 0.87
H: 4.37 -2.42 -0.31
H: 3.36 -0.91 -0.67
H: 1.44 0.60 -1.29
H: -0.97 -0.92 1.82
H: 0.88 -2.52 2.58

These are the Mulliken partial charges, in e, on atoms 1 to 2: atom 1 (O): -0.1637, atom 2 (C): 0.1722

The following is a quantum chemistry calculation of a molecular structure, C11H7CdFN2O6, from OMol25.

Results
M: 394.59 g mol⁻¹
Gap between HOMO and LUMO: 2.2 eV
Total charge: 0

Geometry (Å):
O: 3.89 -2.38 0.19
C: 3.56 -1.30 0.91
F: 3.27 -1.54 2.36
N: 3.44 0.12 0.39
C: 2.39 0.24 -0.69
O: 2.73 -0.09 -1.94
C: 0.91 0.83 -0.23
N: -0.09 0.96 -1.37
C: -1.46 0.39 -0.96
C: -1.98 -1.13 -1.31
C: -3.46 -1.66 -0.78
C: -4.41 -0.62 0.10
C: -3.95 0.95 0.44
C: -2.46 1.39 -0.12
C: 1.23 2.36 0.37
O: 0.33 3.08 1.07
O: 2.54 3.05 0.13
C: 0.35 -0.18 0.98
O: -0.20 0.28 2.13
O: 0.36 -1.67 0.85
H: 4.36 0.51 0.10
H: 0.18 0.38 -2.19
H: -1.26 -1.87 -1.91
H: -3.88 -2.74 -0.98
H: -5.46 -0.94 0.54
H: -4.62 1.71 1.03
H: -2.07 2.50 0.08
Cd: 5.74 -2.65 0.82

These are the Mulliken partial charges, in e, on atoms 1 to 2: atom 1 (O): -0.6290, atom 2 (C): 0.8605

The following is a quantum chemistry calculation of 2 unconnected molecules or ions with the total composition C11H7ClNO6, from OMol25.

Results
M: 284.63 g mol⁻¹
Gap between HOMO and LUMO: 7.8 eV
Total charge: -1

Geometry (Å):
O: 3.15 -3.45 0.54
C: 2.62 -2.33 0.34
C: 3.43 -1.01 -0.11
C: 2.76 -0.02 -0.90
C: 1.24 -0.34 -1.33
O: 0.83 0.01 -2.47
C: 0.37 -1.12 -0.25
C: -1.18 -0.89 0.02
C: -1.85 0.48 -0.19
C: -3.34 0.82 0.08
C: -4.14 -0.44 0.60
C: -3.31 -1.73 0.76
N: -1.94 -2.00 0.49
C: 1.03 -2.09 0.56
H: 4.50 -0.90 0.26
H: 3.30 0.94 -1.20
H: -1.17 1.33 -0.57
H: -3.81 1.84 -0.08
H: -5.25 -0.37 0.86
H: -3.90 -2.63 1.17
H: 0.43 -2.67 1.33
O: 1.03 4.24 1.11
Cl: 1.25 3.32 0.01
O: 0.00 2.68 -0.35
O: 2.20 2.31 0.42
O: 1.77 4.04 -1.13

These are the Mulliken partial charges, in e, on atoms 1 to 2: atom 1 (O): -0.5693, atom 2 (C): 0.2655

What did the third record say?
The following is a quantum chemistry calculation of a molecular structure, C11H6N4O7Os, from OMol25.

Results
M: 496.42 g mol⁻¹
Gap between HOMO and LUMO (spin up / spin down): 7.6 / 7.4 eV
Total charge: 0

Geometry (Å):
Os: -0.06 0.28 -0.08
O: 0.02 -0.49 5.82
C: 0.05 -0.40 4.49
C: 1.23 -0.51 3.75
C: 1.15 -0.40 2.38
N: -0.04 -0.22 1.82
C: -1.18 -0.04 2.48
C: -1.18 -0.14 3.85
C: -2.35 0.38 1.58
O: -3.46 0.46 2.03
O: -2.01 0.64 0.32
C: 2.30 -0.37 1.37
O: 3.43 -0.60 1.73
O: 1.93 -0.07 0.13
H: 0.91 -0.65 6.17
H: 2.20 -0.66 4.21
H: -2.09 0.01 4.42
O: 0.28 2.28 0.00
N: 0.10 2.08 -1.30
C: 0.45 2.99 -2.13
C: 0.97 4.26 -1.70
N: 1.38 5.27 -1.36
C: 0.29 2.73 -3.53
N: 0.17 2.53 -4.65
C: 0.02 -2.65 -0.05
O: -0.28 -1.45 -0.74
H: 1.10 -2.70 0.13
H: -0.28 -3.48 -0.68
H: -0.51 -2.70 0.90

These are the Mulliken partial charges, in e, on atoms 1 to 2: atom 1 (Os): 1.2217, atom 2 (O): -0.5049